[1]
Here is 3 unconnected molecules or ions with the total composition C23H27N2O5P at a distorted geometry from the Open Molecules 2025 dataset. Energies are from ωB97M-V/def2-TZVPD.

The geometry in XYZ format:
```
58
Properties=species:S:1:pos:R:3:forces:R:3
C -5.753740 3.007043 -0.669444 0.9 0.0 0.0
C -4.268232 2.823542 -0.321202 -1.2 -1.2 -0.3
P -3.692551 1.072613 -0.586230 1.3 0.1 -0.1
C -4.633112 0.383879 -2.000077 -0.4 0.6 0.4
C -4.333759 0.232809 0.991249 -0.3 0.4 -1.2
C -4.700306 -1.107556 0.620754 -0.1 -2.9 -0.3
N -4.859172 -2.233037 0.348089 0.1 2.3 0.4
C -3.205474 0.290199 2.042565 -0.6 -0.4 0.1
C -3.563035 1.330157 2.982698 -0.8 2.1 2.1
N -3.921074 2.114471 3.770348 0.8 -1.4 -1.6
C -2.974931 -0.986808 2.845066 1.2 0.4 0.7
C -1.615031 -0.869645 3.557148 -0.4 -0.2 -0.1
C -1.501776 -1.736290 4.807558 -0.2 0.2 -0.2
O -0.682077 -2.864057 4.661510 0.1 -0.3 0.2
C 0.666335 -2.543748 4.410972 -0.2 0.0 -0.4
H -5.865213 3.018493 -1.740885 -0.2 0.0 -0.4
H -6.308486 2.168553 -0.282199 -0.5 -0.2 0.2
H -6.145351 3.928884 -0.273148 -0.2 0.3 0.2
H -3.635526 3.445015 -0.926470 0.4 0.5 -0.1
H -4.118223 3.002474 0.733315 0.3 0.3 0.3
H -4.122123 0.727426 -2.885458 0.3 0.1 -0.4
H -4.585727 -0.689591 -1.994610 0.1 -0.5 0.1
H -5.665651 0.699553 -2.079386 -0.3 0.0 0.1
H -5.230445 0.744255 1.311124 -0.3 0.1 0.3
H -2.280311 0.563755 1.562629 0.4 0.1 -0.3
H -3.722247 -1.092537 3.612378 -0.7 -0.2 0.0
H -2.925744 -1.858238 2.216851 -0.4 -0.3 -0.3
H -1.397243 0.158223 3.800216 -0.1 0.5 0.2
H -0.878783 -1.143314 2.825727 0.6 -0.2 -0.2
H -2.481518 -2.102040 5.071166 -0.3 -0.3 0.1
H -1.178762 -1.126157 5.645996 0.3 0.1 0.3
H 0.892175 -2.736159 3.369053 0.2 -0.1 -0.3
H 1.319745 -3.143677 5.024367 0.1 -0.3 0.3
H 0.873498 -1.498436 4.594309 0.1 0.4 0.2
C 3.524716 1.442313 0.840826 0.0 0.0 0.0
C 2.320947 1.401116 1.403757 0.0 0.0 0.0
C 1.262296 0.500716 0.885008 0.0 0.0 -0.1
O 0.164002 0.464127 1.400156 0.0 0.1 0.0
C 1.593379 -0.351578 -0.280726 0.0 0.0 0.0
C 2.797322 -0.312343 -0.846106 0.0 -0.1 0.0
C 3.856891 0.588201 -0.327440 -0.1 0.0 0.0
O 4.956775 0.626957 -0.836311 0.1 0.0 0.0
H 4.312558 2.091314 1.201486 0.0 0.0 0.0
H 2.056548 2.013730 2.256411 0.0 0.0 0.0
H 0.804047 -0.999143 -0.640983 0.0 0.0 0.0
H 3.059297 -0.921431 -1.700716 0.0 0.1 0.0
C 7.281826 0.186747 -4.474469 -0.1 0.0 0.0
C 6.078389 0.147368 -3.908151 0.1 0.1 0.0
C 5.018581 -0.752884 -4.425040 0.0 0.0 0.0
O 3.918474 -0.791013 -3.914056 -0.1 0.0 0.0
C 5.348950 -1.606872 -5.592657 0.0 0.0 0.0
C 6.551995 -1.566465 -6.157549 -0.1 0.0 0.0
C 7.614667 -0.666145 -5.641930 0.0 0.0 0.0
O 8.710370 -0.631518 -6.156676 0.0 0.0 0.0
H 8.070366 0.835171 -4.114963 0.0 0.0 0.0
H 5.816977 0.757012 -3.054061 0.0 -0.1 0.0
H 4.560190 -2.255704 -5.951729 0.0 0.0 0.0
H 6.814308 -2.179730 -7.010059 0.0 0.0 0.0
```
Positions in Å, forces in eV/Å.

## Properties
ΔE to the lowest compared entry with this formula, charge and spin = 143.7 kcal per mole
SMILES = CCP(C)[C@@H](C#N)[C@@H](C#N)CCCOC.O=C1C=CC(=O)C=C1.O=C1C=CC(=O)C=C1
Orbital gap = 7.02 eV
Highest occupied orbital energy = -8.756 eV
Net charge = 0



[2]
Here is a molecular structure, C37H36N3O3Sc at a distorted geometry from the Open Molecules 2025 dataset. Energies are from ωB97M-V/def2-TZVPD.

The geometry in XYZ format:
```
80
Properties=species:S:1:pos:R:3:forces:R:3
C -1.411771 2.514909 0.699096 -1.9 -0.7 -0.9
C -1.026869 2.376881 -0.702193 -0.3 -0.6 0.4
C -1.493135 1.087384 -1.184000 0.0 1.2 0.6
H -0.420910 3.080672 -1.287619 -0.5 -0.3 0.3
C -2.167548 0.422364 -0.140029 0.3 1.1 0.5
C -2.094007 1.241466 1.030136 -0.2 1.4 -0.4
H -2.760565 -0.493574 -0.269102 0.7 0.4 0.3
C 2.489306 0.712761 1.043385 1.2 -0.1 -1.2
C 2.244297 1.651284 -0.061379 0.5 -1.7 0.0
C 1.891424 0.816534 -1.196374 0.4 -0.2 0.5
H 2.110446 2.748974 0.026985 0.5 -0.6 -0.2
C 2.019037 -0.579327 -0.859462 0.1 1.1 0.2
C 2.339602 -0.625593 0.529924 0.3 1.1 -0.1
H -1.494365 0.726776 -2.220767 0.4 0.2 0.5
H -2.609632 1.010175 1.965127 0.5 0.1 -0.3
H -1.070227 3.297256 1.415250 -0.7 -0.4 -0.6
H 2.596332 -1.553146 1.057303 -0.4 0.6 0.0
H 1.670096 1.170926 -2.204716 -0.1 0.0 0.5
H 2.743906 0.997924 2.067129 0.0 -0.2 -0.4
Sc 0.332403 1.319819 0.948738 -0.5 -4.2 1.0
C 2.187089 -1.759074 -1.864629 0.7 1.0 -0.5
C 3.674216 -2.261276 -1.706800 0.1 -0.1 0.1
C 2.095250 -1.281539 -3.322328 -0.2 0.2 0.0
H 4.430758 -1.472740 -1.889982 -0.7 -0.1 0.1
H 3.894528 -3.061370 -2.436206 -0.2 0.2 0.2
H 3.881617 -2.662916 -0.706464 -0.2 0.1 -0.2
H 2.806414 -0.467010 -3.534310 -0.3 -0.2 0.1
H 1.077844 -0.938146 -3.541859 0.1 0.0 -0.1
H 2.343023 -2.112931 -3.997140 -0.1 0.2 0.1
C 1.307758 -3.002005 -1.657092 -1.0 -1.9 0.8
C -0.261565 -3.193486 -1.893628 -2.7 0.8 2.9
H 1.455189 -3.264761 -0.589348 -0.4 -0.1 -0.5
H 1.790157 -3.824647 -2.236546 -0.3 0.5 0.2
O -1.160928 -3.049137 -0.970167 5.9 0.6 -0.8
N -0.842767 -3.525319 -3.113149 -0.6 0.8 1.5
C -2.311923 -3.348288 -2.977665 -0.6 0.5 -0.5
H -0.483156 -4.215443 -3.727143 0.6 -0.3 -0.5
C -2.732335 -2.018529 -3.591439 -0.1 0.4 -0.9
C -3.883713 -1.295938 -3.183727 0.3 -0.5 -0.4
H -4.475457 -1.649919 -2.327140 0.3 0.1 -0.4
C -4.296717 -0.164586 -3.901995 0.3 -0.2 0.1
H -5.206059 0.361519 -3.608493 0.3 -0.1 0.0
C -3.548402 0.294010 -4.990268 0.1 -0.1 0.2
H -3.869106 1.170272 -5.545411 0.0 -0.1 0.1
C -2.360682 -0.348374 -5.334674 0.1 -0.2 0.5
H -1.740613 0.007386 -6.149020 -0.1 0.1 0.0
C -1.942753 -1.474192 -4.620981 -0.4 -0.1 0.0
H -1.004003 -1.983520 -4.865781 -0.5 0.3 -0.1
H -2.452673 -3.165860 -1.896432 -0.5 -1.0 -1.0
H -2.887887 -4.233142 -3.300135 0.3 0.5 -0.2
O -1.053054 -2.270033 2.581566 0.1 0.0 0.4
C -0.595853 -1.365720 3.233721 0.0 0.5 0.5
N -0.514200 -1.272818 4.645973 -0.5 -0.8 -1.5
C -0.085399 0.055886 5.047505 -0.4 0.4 -0.3
C 0.290069 0.654361 3.679202 0.0 0.0 -1.8
O 0.827159 1.772256 3.373238 -1.0 -0.8 0.3
N -0.029033 -0.189242 2.702899 0.0 0.3 0.1
C -1.253773 0.818956 5.679577 0.5 -0.3 -0.1
C -1.907607 1.853968 5.007420 -0.1 0.1 0.5
C -2.949630 2.527037 5.652498 0.1 -0.3 0.2
C -3.346957 2.134242 6.933885 -0.1 0.0 0.1
C -2.724635 1.051540 7.571284 0.2 -0.1 -0.3
C -1.676394 0.382512 6.937363 -0.3 0.5 0.0
C 1.206852 0.010196 5.812182 0.0 0.3 0.3
C 1.498759 1.004077 6.744580 0.4 -0.4 0.0
C 2.728368 0.956193 7.405441 -0.1 -0.1 -0.2
C 3.643727 -0.058848 7.105127 0.0 0.1 0.0
C 3.356107 -1.015115 6.120846 -0.2 0.4 0.1
C 2.132070 -0.971628 5.456669 0.4 0.0 0.5
H -1.030352 -1.965456 5.208466 0.5 1.0 -0.4
H -1.592688 2.172914 4.009961 0.0 -0.1 0.4
H -3.435481 3.358233 5.147522 0.0 -0.1 0.1
H -4.156819 2.665014 7.447533 0.3 -0.2 -0.3
H -3.036197 0.719598 8.560069 -0.1 0.2 -0.2
H -1.162722 -0.456593 7.415854 -0.2 0.3 -0.1
H 0.759658 1.785602 6.944095 0.4 -0.3 0.0
H 2.948977 1.723450 8.148944 0.1 -0.3 -0.2
H 4.600124 -0.087572 7.633234 -0.3 0.0 -0.2
H 4.075256 -1.789496 5.867603 0.0 0.2 0.1
H 1.886692 -1.707480 4.687226 0.1 0.3 0.3
```
Positions in Å, forces in eV/Å.

## Properties
Orbital gap = 8.35 eV
Highest occupied orbital energy = -7.998 eV
Net charge = 0



[3]
Here is 2 unconnected molecules or ions with the total composition C18H19Cl2INO7PS at a distorted geometry from the Open Molecules 2025 dataset. Energies are from ωB97M-V/def2-TZVPD.

The geometry in XYZ format:
```
50
Properties=species:S:1:pos:R:3:forces:R:3
C 6.539791 -0.718401 0.008383 -0.2 -1.2 0.1
C 6.360832 -2.190410 0.536321 1.0 1.4 0.2
O 6.384068 -2.404785 1.713280 -0.3 -0.5 -0.6
O 6.215273 -3.225504 -0.415010 -1.6 1.0 0.9
C 4.879485 -3.743806 -0.267915 0.5 -1.3 -0.2
N 4.073680 -3.576297 -1.538904 0.9 -0.9 0.5
C 4.134930 -2.230760 -2.094736 -2.2 -0.4 1.9
O 4.981997 -1.803670 -2.809028 -0.2 0.1 0.2
C 2.873440 -1.575409 -1.460386 -2.6 0.8 1.0
C 2.407221 -0.202771 -1.417858 -0.5 -1.5 0.4
C 1.152618 0.156794 -0.738139 1.1 -1.3 0.6
S 0.690056 1.916700 -0.816113 0.1 -0.1 -0.1
C 0.320411 -0.844124 -0.029096 2.5 0.0 -1.4
C -0.985004 -0.501932 0.733787 -0.1 -0.3 0.0
Cl -0.779976 0.866212 1.929838 0.4 -1.1 -0.2
C -2.256092 -0.249450 -0.205472 -0.1 -0.5 -0.5
C -2.018327 -0.553535 -1.726928 -1.0 0.5 -0.3
Cl -2.946902 1.434768 -0.040701 0.1 -1.1 -0.4
C 0.815459 -2.244292 -0.092860 -0.4 1.5 -0.2
P -0.103533 -3.697020 0.693691 0.2 -1.3 -1.1
O -1.719932 -3.435161 0.294483 0.8 0.8 0.7
I 0.242618 -3.553380 3.152188 -0.2 0.6 -0.2
C 2.032140 -2.586986 -0.797614 0.4 1.6 -0.6
C 2.754162 -3.952668 -1.046850 -0.9 2.3 -0.4
O 2.340873 -5.054850 -0.874557 0.6 0.1 0.0
H 7.546721 -0.631644 -0.468621 -1.0 0.0 0.1
H 5.707566 -0.523315 -0.708208 0.9 0.1 0.4
H 6.493817 -0.042607 0.894681 0.0 -0.6 -0.8
H 4.909010 -4.849722 -0.071859 0.1 1.1 -0.2
H 4.323926 -3.258643 0.582198 0.7 -0.2 -0.6
H 3.033408 0.573291 -1.920987 -0.9 -0.6 0.6
H 1.451385 2.572070 0.136470 -0.3 -1.1 -0.5
H -1.237108 -1.392708 1.369028 0.3 1.0 -0.6
H -3.068839 -0.945764 0.135248 0.9 0.8 -0.1
H -1.421454 -1.473626 -1.931325 -0.3 0.8 0.3
H -3.035280 -0.735254 -2.178981 1.0 0.2 0.4
H -1.627451 0.358387 -2.259020 0.0 -1.0 0.6
H -2.316568 -4.037801 0.770962 0.4 0.1 -0.2
O -6.267378 2.384421 1.743309 0.3 0.1 -0.4
C -5.935459 3.478790 1.390427 -0.2 -0.4 0.5
O -4.893817 3.718490 0.548493 -0.2 0.0 0.1
C -4.697442 5.133952 0.418690 0.2 0.2 -0.2
C -6.025132 5.758084 0.798316 -0.2 0.4 0.0
C -6.557894 4.781955 1.832701 0.0 0.4 -0.4
H -3.888822 5.436042 1.089844 0.0 0.0 0.0
H -4.412081 5.370347 -0.606053 0.1 -0.2 0.0
H -5.931082 6.780363 1.164915 0.1 0.0 0.0
H -6.689755 5.771896 -0.069375 0.1 0.0 0.0
H -6.205478 5.020317 2.838142 -0.1 -0.1 0.0
H -7.644080 4.723416 1.811200 0.1 -0.2 0.3
```
Positions in Å, forces in eV/Å.

## Properties
SMILES = CC(=O)OCN1C(=O)c2cc(S)c([C@@H](Cl)[C@H](C)Cl)c(P(O)I)c2C1=O.O=C1CCCO1
Orbital gap = 7.50 eV
Highest occupied orbital energy = -8.788 eV
Net charge = 0



[4]
Here is a single C5H5F6OP molecule at a distorted geometry from the Open Molecules 2025 dataset. Energies are from ωB97M-V/def2-TZVPD.

The geometry in XYZ format:
```
18
Properties=species:S:1:pos:R:3:forces:R:3
C -0.413940 0.517753 -0.343837 -0.8 0.9 2.6
C -0.250833 -0.728314 0.439476 0.1 -0.8 -1.1
C -1.838431 1.224184 -0.116494 1.7 -1.7 -1.5
C -3.224372 -0.748049 -0.114736 -0.8 -0.2 -0.8
C 0.579584 1.557370 0.193376 1.2 -0.8 1.6
O -2.965028 0.543940 -0.535745 -1.1 -1.5 0.5
F -0.167948 0.227074 -1.637253 -0.2 0.2 -0.9
F -0.129393 -0.564744 1.749128 0.2 0.1 0.9
F -1.872022 1.514305 1.178274 -0.9 0.4 0.4
F -1.853568 2.315467 -0.879530 -0.2 0.8 0.3
F -4.033509 -1.385264 -1.033162 1.2 1.3 1.5
F -3.744194 -0.867579 1.120403 0.3 0.3 -1.1
P -0.063586 -2.421366 -0.209483 -0.3 1.0 0.9
H 0.378489 1.910017 1.326475 0.4 -0.8 -3.0
H 0.594997 2.335156 -0.552314 0.2 0.7 0.2
H 1.552618 0.982849 0.161623 -0.7 1.0 0.2
H -1.077061 -2.162755 -1.181510 -0.2 -0.5 0.3
H -0.802422 -2.776307 0.991693 -0.1 -0.5 -1.0
```
Positions in Å, forces in eV/Å.

## Properties
⟨S²⟩ = 2.006
Orbital gap (alpha / beta) = 8.61 / 9.70 eV
Spin multiplicity = 3
Highest occupied orbital energy (alpha / beta) = -7.750 / -10.712 eV
Net charge = 0



Number 2 is which compound? C37H36N3O3Sc